1.
Density functional theory data (wB97M-V/def2-TZVPD) for a molecular structure, C37H33Br2N6O3SSr.

Structure (XYZ):
```
83
Properties=species:S:1:pos:R:3:forces:R:3:lowdin_charge:R:1
Sr 0.018286 0.008950 -0.318268 -0.10 0.19 0.06 1.266
C -2.331812 2.002203 -1.991221 0.01 0.01 -0.04 -0.025
C -2.766853 2.214878 -0.566348 -0.01 0.00 -0.03 -0.347
C -3.908495 2.993387 -0.287252 0.02 -0.03 0.00 -0.013
C -4.281394 3.156974 1.012300 -0.01 0.00 0.02 0.007
C -3.520248 2.577674 2.049853 -0.06 0.04 0.06 -0.159
C -3.880899 2.746753 3.404981 0.01 -0.01 -0.04 -0.046
C -3.098365 2.188329 4.372719 0.02 -0.01 -0.01 -0.071
C -1.944416 1.464051 4.028120 0.01 -0.01 0.06 -0.117
C -1.544069 1.261971 2.722632 0.04 -0.02 -0.07 -0.646
S -0.061853 0.370327 2.410855 -0.09 0.10 0.56 0.472
C -2.371365 1.827697 1.694543 0.06 -0.04 -0.12 -0.243
N -2.040600 1.647854 0.372882 0.03 0.02 0.12 0.037
H -3.049923 2.420502 -2.694652 0.00 0.01 0.01 0.087
H -2.226442 0.938081 -2.219820 0.00 -0.01 0.01 0.074
H -1.365904 2.485761 -2.162938 0.01 0.00 0.00 0.074
H -4.472211 3.435817 -1.096907 0.00 0.00 -0.01 0.113
H -5.160749 3.735868 1.268267 0.00 0.00 0.01 0.124
H -4.766997 3.317704 3.649842 -0.01 0.01 0.00 0.112
H -3.355144 2.305271 5.417252 0.00 0.00 0.01 0.109
H -1.328590 1.042661 4.811760 -0.01 0.00 0.01 0.098
C -3.426988 -1.384861 -0.069762 0.06 0.00 0.00 -0.029
O -2.059905 -1.756517 -0.283893 0.05 -0.14 -0.05 -0.163
C -1.787509 -3.100059 -0.200933 -0.05 0.03 0.00 -0.189
C -2.756859 -4.081023 -0.112115 0.04 0.01 0.00 -0.045
C -2.371849 -5.415298 -0.013475 0.05 0.04 0.00 -0.676
Br -3.705676 -6.743371 0.104930 -0.03 -0.03 0.00 0.782
C -1.045902 -5.774104 0.012479 -0.03 0.01 0.01 -0.070
C -0.061620 -4.786413 -0.075799 0.05 -0.03 0.02 -0.055
C -0.432323 -3.448999 -0.198981 -0.01 0.00 -0.01 -0.179
O 0.481319 -2.456304 -0.305394 -0.12 -0.09 -0.02 -0.096
C 1.364238 -5.106815 0.005355 -0.10 0.01 -0.02 -0.226
N 2.300836 -4.184545 0.012070 0.06 -0.10 -0.02 0.156
C 3.503680 -4.863518 0.146408 0.01 0.07 -0.03 -0.192
C 4.808121 -4.382043 0.234811 0.01 -0.01 -0.01 -0.005
C 5.822434 -5.307112 0.369245 -0.01 -0.02 0.00 -0.077
C 5.555797 -6.685225 0.418487 0.02 0.02 0.00 -0.079
C 4.268270 -7.176179 0.340117 0.00 0.02 0.00 -0.010
C 3.253241 -6.236054 0.204810 -0.03 -0.06 0.03 -0.176
N 1.876837 -6.360963 0.112581 0.05 0.04 0.00 0.185
H -4.056698 -1.774262 -0.870856 -0.02 0.01 0.01 0.106
H -3.449554 -0.301226 -0.069733 -0.01 0.00 0.00 0.074
H -3.767145 -1.755150 0.897872 -0.02 0.01 -0.01 0.117
H -3.806290 -3.834235 -0.112059 -0.02 0.00 0.00 0.103
H -0.781645 -6.816890 0.112637 0.00 -0.02 0.00 0.103
H 1.394043 -2.881341 -0.192045 0.12 0.01 0.08 0.063
H 5.010804 -3.320281 0.209728 -0.01 0.02 0.00 0.097
H 6.846449 -4.967608 0.443906 0.01 0.00 0.00 0.105
H 6.379511 -7.377435 0.526422 0.01 0.00 0.00 0.107
H 4.064885 -8.237396 0.385901 0.00 0.00 0.00 0.114
H 1.355185 -7.218510 0.137755 0.00 0.00 0.00 0.160
C -0.359172 0.720732 -4.893717 0.02 0.02 -0.02 0.024
C 0.493321 0.936660 -3.675711 -0.03 -0.07 0.04 -0.522
O 0.421347 0.188916 -2.692906 0.10 0.07 -0.48 -0.146
N 1.325321 1.985686 -3.694957 -0.04 0.05 -0.03 0.103
C 2.223200 2.310337 -2.591786 0.03 -0.03 -0.03 -0.091
C 1.628155 3.241562 -1.560738 0.02 0.04 0.04 -0.266
C 1.749271 4.616166 -1.699413 0.00 -0.02 0.01 -0.016
C 1.228757 5.440035 -0.713328 0.00 0.01 0.00 -0.042
C 0.627505 4.859178 0.388870 0.00 0.00 0.00 -0.030
C 0.550611 3.476877 0.450947 -0.03 -0.03 0.01 -0.121
N 1.021181 2.677321 -0.509601 0.02 -0.12 -0.12 0.072
H -0.814758 -0.262862 -4.837762 0.00 -0.01 0.00 0.095
H 0.226742 0.802802 -5.808506 -0.01 0.01 -0.01 0.093
H -1.146441 1.475980 -4.925493 -0.01 0.00 0.01 0.093
H 1.315850 2.582641 -4.505693 0.03 -0.01 0.00 0.155
H 3.122254 2.752710 -3.019903 -0.02 0.02 0.01 0.134
H 2.505336 1.377163 -2.108536 0.00 0.01 0.00 0.097
H 2.260506 5.033029 -2.557577 0.00 0.00 -0.01 0.117
H 1.311183 6.515626 -0.796801 0.00 0.00 0.00 0.116
H 0.229880 5.457267 1.196434 0.00 0.00 0.00 0.115
H 0.110922 2.974472 1.304364 -0.01 0.01 0.01 0.075
Br 7.324911 0.100874 0.029682 0.04 0.00 0.00 0.800
C 5.454401 -0.073011 0.004550 -0.02 0.00 0.01 -0.692
C 4.690610 0.465040 1.026078 -0.02 -0.01 -0.01 -0.081
C 3.315311 0.309320 0.960293 -0.01 -0.03 0.02 -0.123
N 2.701618 -0.337343 -0.034187 -0.06 0.05 -0.07 -0.011
C 3.457991 -0.857986 -1.002885 0.04 -0.02 0.02 -0.157
C 4.836834 -0.749004 -1.036354 -0.02 -0.01 0.01 -0.113
H 5.145736 0.989973 1.853021 0.00 0.00 0.00 0.112
H 2.671693 0.712313 1.735352 0.01 0.02 0.00 0.073
H 2.936486 -1.389144 -1.792209 -0.01 0.01 -0.02 0.120
H 5.408296 -1.182702 -1.844196 0.00 -0.01 0.00 0.111
```
Positions in Å, forces in eV/Å.

Results
Maximum force = 0.0113 hartree/bohr
Total charge = +1
Orbital gap = 7.087 eV
Lowest unoccupied orbital energy = -2.0 eV
Electronic energy = -7561.00416 a.u.

2.
Density functional theory data (wB97M-V/def2-TZVPD) for a molecular structure, C20H38Cl16NbO5S.

Structure (XYZ):
```
81
Properties=species:S:1:pos:R:3:forces:R:3:lowdin_charge:R:1
C 1.832641 -3.714491 0.562395 -0.04 0.29 -0.13 -0.121
C 2.888627 -3.314712 -0.470158 0.32 -0.30 0.50 -0.249
C 3.639120 -2.004778 -0.172533 0.14 -0.20 -0.19 -0.273
C 3.703597 -1.027741 -1.332405 -0.44 -0.21 -0.72 -0.323
C 2.358023 -0.525857 -1.891484 -0.18 -0.18 1.49 -0.363
Nb 1.038542 0.601500 -0.419295 -3.08 1.10 1.23 1.604
C -0.741928 0.355962 -1.830284 1.38 -0.21 -0.43 -0.326
C -0.489646 -0.038106 -3.278704 -1.17 0.19 -0.18 -0.308
C -1.764183 0.083439 -4.144918 0.33 -0.59 0.01 -0.201
C -2.548007 -1.237624 -4.269311 -0.40 0.58 0.15 -0.158
C -4.040269 -1.133317 -3.890294 0.49 -0.20 -0.47 -0.221
O -4.478856 -2.073463 -2.934234 -0.18 0.11 0.12 -0.143
C -3.948408 -1.886588 -1.635986 -0.21 -0.10 0.11 -0.265
C -4.423522 -0.636438 -0.912076 -0.02 -0.24 -0.32 -0.055
O -0.273278 1.412372 0.966872 1.50 -1.85 -1.37 -0.421
C -0.694470 0.523041 1.984169 0.15 0.77 0.75 -0.315
C -1.865899 1.045736 2.821622 -0.71 -0.20 -0.86 -0.386
C -2.726174 2.036616 2.050934 0.01 -0.01 0.20 -0.101
O -2.671256 -0.086503 3.209236 -0.01 0.09 0.01 -0.061
S 1.684611 2.884351 -1.397119 0.93 0.32 0.08 0.399
C 2.235834 2.919536 -3.104748 0.01 0.44 -0.09 -0.217
O 2.804491 3.417179 -0.621343 0.50 0.20 -0.12 -0.474
O 0.473078 3.699699 -1.313933 -0.56 -0.05 -0.42 -0.517
H 1.923233 -4.750758 0.863606 -0.03 -0.30 0.01 0.056
H 1.921242 -3.101418 1.446900 0.10 0.15 0.40 0.038
H 0.832893 -3.540332 0.197595 -0.41 -0.02 -0.14 0.048
H 2.477305 -3.330856 -1.467250 -0.26 0.18 -0.38 0.088
H 3.623128 -4.111921 -0.463277 0.30 -0.22 -0.16 0.088
H 4.666591 -2.278171 0.051874 0.29 0.03 0.18 0.085
H 3.250854 -1.550154 0.726059 -0.29 0.33 0.21 0.028
H 4.178056 -1.588500 -2.140851 0.36 -0.02 -0.25 0.094
H 4.350638 -0.191322 -1.114174 0.24 0.29 0.30 0.087
H 2.527275 0.061317 -2.790271 -0.02 0.27 -0.19 0.023
H 1.820678 -1.411171 -2.211487 -0.41 -0.18 -0.23 0.017
H 2.470553 0.753585 0.726978 0.29 -0.20 -0.25 -0.096
H 0.787117 -1.032025 0.338469 0.50 0.18 -0.18 -0.036
H -1.287275 1.296326 -1.781502 -0.09 0.30 0.17 0.037
H -1.351812 -0.412355 -1.362233 -0.28 -0.17 0.33 0.019
H 0.287774 0.551819 -3.746306 0.39 0.15 0.04 0.069
H -0.200806 -1.079715 -3.310744 0.49 -0.26 -0.09 0.083
H -2.400609 0.847302 -3.720773 -0.22 0.34 0.15 0.087
H -1.511365 0.414667 -5.145167 0.13 0.18 -0.30 0.094
H -2.085151 -2.019370 -3.681113 0.12 -0.20 0.23 0.101
H -2.490625 -1.552711 -5.300547 0.03 -0.34 -0.32 0.097
H -4.254194 -0.104932 -3.612774 -0.16 0.18 0.37 0.096
H -4.630888 -1.331942 -4.773492 -0.35 -0.13 -0.18 0.112
H -2.868876 -1.962773 -1.640462 0.44 0.21 -0.18 0.091
H -4.290906 -2.736649 -1.062135 -0.09 -0.39 0.06 0.113
H -5.377948 -0.841135 -0.451291 -0.30 0.06 0.29 0.070
H -4.564860 0.211403 -1.566543 0.15 0.25 -0.23 0.067
H -3.689787 -0.361804 -0.168771 0.13 0.17 0.36 0.054
H 0.154894 0.362906 2.641210 0.15 -0.31 0.28 0.069
H -0.987080 -0.448847 1.606143 -0.16 -0.22 -0.28 0.082
H -1.543810 1.506268 3.741722 0.21 0.03 0.42 0.124
H -3.741690 1.941880 2.416490 -0.35 0.04 0.18 0.072
H -2.423542 3.057906 2.249369 0.27 -0.13 -0.45 -0.032
H -2.734156 1.855935 0.984238 0.18 -0.06 -0.31 0.072
H -3.187655 -0.312870 2.421780 0.13 -0.09 0.26 0.074
H 1.452464 2.655367 -3.800154 -0.31 -0.23 -0.03 0.039
H 3.101515 2.288964 -3.226968 0.21 -0.35 0.08 0.038
H 2.542736 3.940269 -3.303673 0.00 0.33 0.09 0.052
C 4.236561 -1.051720 4.029499 -0.18 0.10 -0.07 -2.042
Cl 2.907073 -0.065519 3.440135 0.15 -0.06 0.04 0.541
Cl 3.686790 -2.721501 4.232985 0.07 0.11 0.00 0.477
Cl 5.565859 -1.014422 2.867799 0.03 0.00 0.01 0.537
Cl 4.808705 -0.427613 5.588467 0.02 -0.02 0.05 0.504
C -2.542304 5.933920 -1.118948 0.20 -0.07 0.03 -2.046
Cl -0.845359 6.362479 -0.989760 -0.13 0.14 0.03 0.565
Cl -2.751885 4.715972 -2.376077 -0.03 -0.04 -0.07 0.528
Cl -3.102383 5.273978 0.422620 -0.04 0.07 0.01 0.520
Cl -3.500899 7.373713 -1.529787 -0.04 0.00 0.01 0.492
C 4.488956 -6.623439 5.070867 0.00 0.04 -0.03 -2.055
Cl 4.742153 -7.522095 3.571570 0.00 -0.01 -0.01 0.521
Cl 5.826792 -5.500803 5.316817 -0.01 -0.01 0.00 0.519
Cl 2.968391 -5.731554 4.969605 -0.02 -0.15 0.03 0.504
Cl 4.414536 -7.754999 6.428693 -0.01 -0.02 0.02 0.512
C -1.924962 5.152568 4.704632 0.06 0.01 -0.11 -2.040
Cl -2.247695 6.776526 5.329584 0.00 0.04 0.03 0.513
Cl -3.370071 4.537416 3.897494 -0.20 0.33 0.41 0.560
Cl -0.596679 5.211457 3.550800 -0.02 -0.04 -0.01 0.557
Cl -1.502124 4.081653 6.046108 -0.01 -0.01 0.01 0.524
```
Positions in Å, forces in eV/Å.

Results
Maximum force = 0.0680 hartree/bohr
Total charge = -1
Orbital gap = 6.692 eV
Lowest unoccupied orbital energy = 1.6 eV
Electronic energy = -8979.06571 a.u.